# C20H80ClO24

21 unconnected molecules or ions with the total composition C20H80ClO24 at a distorted geometry (the ωB97M-V functional and the def2-TZVPD basis, the OMol25 dataset).

Each line ends with the Mulliken charge.
Geometry (Å):
Cl 13.328 -4.583 -4.395  0.56
O 14.450 -5.465 -4.697  -0.35
O 13.837 -3.541 -3.578  -0.47
O 12.813 -4.013 -5.643  0.03
O 12.332 -5.278 -3.604  -0.41
C 17.381 -3.505 -4.621  -0.32
O 18.446 -4.357 -4.864  -0.47
H 17.670 -2.681 -3.970  0.36
H 17.052 -3.104 -5.580  0.03
H 16.554 -3.880 -4.017  0.03
H 18.057 -5.231 -4.941  0.39
C 14.450 -0.347 -6.007  -0.52
O 13.577 -1.234 -6.739  -0.38
H 15.500 -0.639 -5.995  0.24
H 14.434 0.696 -6.323  0.34
H 14.161 -0.342 -4.956  0.11
H 13.554 -2.060 -6.250  0.01
C 14.457 -7.047 -1.042  -0.18
O 15.556 -7.395 -0.228  -0.60
H 13.949 -7.987 -1.255  0.28
H 13.819 -6.316 -0.545  0.12
H 14.815 -6.679 -2.004  -0.01
H 15.200 -7.887 0.515  0.29
C 15.071 -5.318 -8.015  -0.55
O 15.032 -5.377 -9.443  -0.55
H 15.888 -5.872 -7.552  0.43
H 15.007 -4.299 -7.635  0.05
H 14.204 -5.819 -7.583  0.32
H 15.543 -6.158 -9.668  0.29
C 10.888 -9.743 -0.493  -0.23
O 9.786 -9.210 0.125  -0.56
H 11.793 -9.549 0.084  0.25
H 10.676 -10.812 -0.489  0.29
H 10.962 -9.414 -1.530  -0.03
H 9.657 -9.487 1.035  0.28
C 16.888 -4.399 -0.505  -0.31
O 17.463 -5.642 -0.253  -0.62
H 16.367 -4.449 -1.462  -0.09
H 16.158 -4.123 0.255  0.26
H 17.644 -3.616 -0.548  0.32
H 16.833 -6.366 -0.217  0.51
C 12.749 -9.602 -4.317  -0.27
O 12.102 -10.869 -4.395  -0.58
H 12.750 -9.007 -3.404  0.12
H 13.794 -9.829 -4.532  0.33
H 12.359 -8.975 -5.119  0.12
H 11.203 -10.762 -4.074  0.31
C 12.379 1.718 -8.173  -0.77
O 12.078 0.352 -8.332  -0.55
H 12.352 2.010 -7.123  0.26
H 13.351 1.988 -8.584  0.32
H 11.692 2.306 -8.781  0.27
H 12.706 -0.176 -7.834  0.54
C 8.741 -6.452 -1.633  -0.49
O 8.420 -7.828 -1.846  -0.58
H 8.456 -6.054 -0.659  0.34
H 9.811 -6.292 -1.760  0.19
H 8.134 -5.874 -2.330  0.27
H 8.861 -8.273 -1.118  0.27
C 9.575 -3.314 -6.773  -0.44
O 8.658 -3.534 -7.830  -0.59
H 9.759 -4.289 -6.320  0.07
H 10.495 -2.791 -7.034  0.16
H 9.183 -2.687 -5.973  0.45
H 8.319 -2.678 -8.105  0.29
C 19.862 -5.370 -2.354  -0.44
O 20.692 -5.251 -3.450  -0.64
H 18.932 -5.742 -2.785  0.15
H 20.178 -6.112 -1.622  0.34
H 19.790 -4.360 -1.950  0.20
H 20.192 -4.725 -4.078  0.42
C 14.409 -0.319 -1.837  -0.07
O 14.181 1.069 -1.457  -0.59
H 14.639 -0.909 -0.949  0.34
H 13.517 -0.725 -2.315  -0.11
H 15.247 -0.371 -2.532  0.16
H 13.392 1.174 -0.920  0.29
C 9.908 -7.861 -5.912  -0.10
O 8.686 -8.200 -6.411  -0.57
H 10.138 -8.385 -4.984  0.15
H 10.692 -8.060 -6.642  0.20
H 10.072 -6.793 -5.766  0.03
H 8.070 -8.023 -5.696  0.32
C 18.011 -3.617 -8.525  -0.09
O 19.378 -3.414 -8.634  -0.56
H 17.749 -4.279 -9.350  0.29
H 17.728 -4.175 -7.633  -0.16
H 17.473 -2.671 -8.586  0.22
H 19.788 -4.281 -8.688  0.30
C 17.883 -8.223 -4.820  -0.87
O 17.320 -6.984 -5.055  -0.31
H 17.482 -8.997 -5.474  0.32
H 18.948 -8.144 -5.043  0.31
H 17.878 -8.523 -3.772  0.28
H 16.365 -7.022 -4.959  0.13
C 12.078 -2.409 -10.204  -0.28
O 11.704 -1.136 -10.665  -0.60
H 13.117 -2.508 -9.890  0.22
H 11.487 -2.766 -9.360  -0.06
H 11.900 -3.049 -11.068  0.31
H 11.879 -0.599 -9.889  0.49
C 11.952 -4.113 1.184  -0.47
O 12.983 -4.303 2.137  -0.54
H 11.029 -4.388 1.694  0.26
H 11.772 -3.069 0.927  0.33
H 11.967 -4.671 0.248  0.10
H 13.533 -3.517 2.098  0.32
C 8.524 -2.825 -0.849  -0.50
O 9.380 -1.772 -0.501  -0.60
H 7.619 -2.449 -1.325  0.33
H 9.056 -3.505 -1.514  0.06
H 8.122 -3.400 -0.015  0.30
H 9.932 -1.589 -1.265  0.38
C 10.739 -0.974 -3.762  -0.25
O 11.149 -1.876 -2.761  -0.19
H 10.496 -1.404 -4.733  -0.12
H 9.882 -0.378 -3.447  0.31
H 11.616 -0.342 -3.901  0.17
H 11.767 -2.527 -3.102  -0.04
C 11.474 -5.733 -8.492  -0.22
O 10.288 -5.540 -9.321  -0.60
H 12.007 -6.613 -8.855  0.46
H 12.147 -4.900 -8.694  0.11
H 11.343 -5.747 -7.410  -0.16
H 9.659 -5.059 -8.779  0.35

Computed properties:
net charge: -1
E_tot: -83686.159 eV
HOMO-LUMO gap: 9.03 eV
LUMO energy: 1.63 eV
spin multiplicity: 1